(1)
This record from the OMol25 dataset describes a structure of composition C12H10BF6N3Pd. The level of theory is ωB97M-V/def2-TZVPD.

## Properties
orbital gap = 8.36 eV
E_LUMO = -1.32 eV
F_max = 0.56 eV/A
energy above the lowest of the compared OMol25 structures with the same formula, charge and spin = 16.2 kcal per mole
2S+1 = 1

Structure (XYZ):
```
33
Properties=species:S:1:pos:R:3:lowdin_charge:R:1
Pd 0.636 1.819 1.034 0.97
C -3.807 -3.296 0.676 -0.07
C -3.726 -3.104 -0.694 -0.07
C -2.612 -2.479 -1.235 -0.02
C -1.596 -2.045 -0.396 -0.25
C -1.669 -2.236 0.983 -0.02
C -2.780 -2.865 1.512 -0.07
N -0.507 -1.402 -1.046 0.09
N 0.335 -0.909 -0.286 0.07
C 1.415 -0.271 -0.954 -0.28
C 2.011 -0.766 -2.108 0.00
C 3.088 -0.093 -2.642 -0.04
C 3.544 1.060 -2.011 -0.04
C 2.899 1.487 -0.873 -0.10
N 1.863 0.832 -0.336 -0.01
H -4.675 -3.784 1.101 0.11
H -4.527 -3.438 -1.339 0.11
H -2.517 -2.312 -2.300 0.11
H -0.866 -1.891 1.618 0.11
H -2.851 -3.021 2.580 0.11
H 1.606 -1.663 -2.555 0.11
H 3.573 -0.454 -3.539 0.12
H 4.384 1.620 -2.395 0.11
H 3.211 2.382 -0.353 0.12
F -0.769 3.247 -0.262 0.03
B -0.936 4.148 0.842 -1.19
F -0.469 3.308 2.004 -0.05
F -0.103 5.226 0.748 0.16
F -2.246 4.449 1.035 0.18
F 2.812 0.748 2.367 0.01
C 1.848 1.682 2.529 -0.44
F 1.132 1.349 3.624 0.02
H 2.299 2.670 2.670 0.13
```


(2)
This record from the OMol25 dataset describes an isolated molecule of C12H10BN3O5 at a distorted geometry. The level of theory is ωB97M-V/def2-TZVPD.

## Properties
orbital gap = 7.93 eV
E_LUMO = -0.97 eV
F_max = 3.83 eV/A
SMILES = O=[N+]([O-])c1cccc(/N=N/c2cccc(B(O)O)c2)c1O
2S+1 = 1

Structure (XYZ):
```
31
Properties=species:S:1:pos:R:3:lowdin_charge:R:1
O -3.547 5.268 -0.243 0.08
O -1.875 5.419 1.117 0.06
N -0.099 -0.451 0.038 0.10
N -0.280 0.467 0.828 0.07
O 1.634 -4.870 -1.887 0.18
O -0.207 3.293 0.951 0.08
O 3.427 -3.709 -2.998 0.21
B 2.535 -3.842 -2.007 -0.69
C 3.263 -1.590 0.908 -0.06
C -3.894 1.297 0.460 -0.04
C 2.071 -0.891 0.965 -0.02
C -2.645 0.617 0.671 0.01
C 3.396 -2.598 -0.002 -0.04
C 1.329 -1.989 -0.996 0.04
C -3.866 2.695 0.464 0.00
C 1.131 -1.056 0.003 -0.28
C -1.408 1.253 0.809 -0.20
C -1.416 2.650 0.800 -0.13
C 2.485 -2.724 -0.985 -0.14
C -2.653 3.355 0.659 -0.11
N -2.672 4.734 0.463 -0.33
H 1.105 -4.971 -1.072 0.13
H -0.241 4.253 0.935 0.09
H 3.980 -2.936 -3.190 0.13
H 4.007 -1.395 1.672 0.11
H -4.851 0.801 0.455 0.10
H 1.908 -0.191 1.854 0.14
H -2.620 -0.511 0.763 0.13
H 4.253 -3.227 0.082 0.12
H 0.501 -2.353 -1.679 0.15
H -4.750 3.201 0.161 0.11
```


(3)
This record from the OMol25 dataset describes a structure of composition C12H10BrF3O2Pb at a distorted geometry. The level of theory is ωB97M-V/def2-TZVPD.

## Properties
orbital gap (spin up / spin down) = 4.66 / 6.28 eV
E_LUMO (spin up / spin down) = -3.56 / -1.86 eV
F_max = 3.35 eV/A
2S+1 = 1

Structure (XYZ):
```
29
Properties=species:S:1:pos:R:3:lowdin_charge:R:1
C -2.297 -0.561 0.228 -0.21
C -2.105 -1.067 1.555 -0.16
C -2.169 0.043 2.476 -0.19
H -1.880 -2.121 1.831 0.13
C -2.374 1.256 1.707 -0.20
C -2.440 0.875 0.307 -0.24
H -2.506 1.578 -0.547 0.12
H -2.275 -1.159 -0.706 0.11
H -1.980 0.007 3.569 0.13
H -2.352 2.288 2.109 0.12
Pb -0.063 0.549 1.114 1.18
Br 0.942 -0.656 -0.941 0.12
C 2.461 0.979 -3.849 -0.12
C 1.358 1.772 -4.283 -0.11
C 0.361 0.893 -4.807 -0.07
H 1.289 2.861 -4.231 0.09
C 0.851 -0.443 -4.696 -0.14
C 2.149 -0.390 -4.103 -0.14
H 2.791 -1.246 -3.887 0.10
H 3.386 1.353 -3.404 0.10
H -0.603 1.190 -5.225 0.10
H 0.328 -1.348 -5.013 0.09
F 1.668 -0.646 5.922 0.15
C 1.183 -1.314 4.862 -0.50
F 2.131 -2.188 4.423 0.14
F 0.101 -2.046 5.266 0.13
C 0.783 -0.319 3.732 -0.57
O 0.918 0.887 3.875 0.04
O 0.344 -1.025 2.715 -0.21
```


(4)
This record from the OMol25 dataset describes a structure of composition C12H10CeClF5 at a distorted geometry. The level of theory is ωB97M-V/def2-TZVPD.

## Properties
charge = -1
orbital gap (spin up / spin down) = 6.11 / 6.11 eV
E_LUMO (spin up / spin down) = 2.54 / 2.54 eV
F_max = 6.07 eV/A
2S+1 = 2

Structure (XYZ):
```
29
Properties=species:S:1:pos:R:3:lowdin_charge:R:1
C 0.349 -2.659 -1.711 -0.28
C -0.980 -2.085 -1.890 -0.19
C -1.613 -1.980 -0.614 -0.15
H -1.451 -1.818 -2.848 0.12
C -0.685 -2.410 0.400 -0.15
C 0.537 -2.856 -0.270 -0.26
H 1.485 -3.117 0.236 0.12
H 1.144 -2.687 -2.484 0.11
H -2.669 -1.729 -0.452 0.11
H -0.909 -2.479 1.469 0.12
Ce 0.802 -0.527 -0.765 0.85
Cl 1.397 0.708 -2.926 -0.02
C -0.776 2.601 0.244 -0.20
C -1.259 1.792 1.313 -0.19
C -2.323 0.986 0.817 -0.21
H -0.866 1.748 2.324 0.07
C -2.492 1.287 -0.556 -0.22
C -1.544 2.274 -0.913 -0.21
H -1.381 2.683 -1.905 0.07
H 0.025 3.311 0.275 0.06
H -2.830 0.208 1.376 0.07
H -3.158 0.791 -1.251 0.07
F 3.158 -0.773 0.581 -0.06
C 2.197 0.106 1.177 -0.46
F 1.828 -0.461 2.360 0.03
C 2.867 1.446 1.444 -0.57
F 4.026 1.346 2.120 0.13
F 3.121 2.095 0.274 0.12
F 2.002 2.198 2.172 0.13
```


(5)
This record from the OMol25 dataset describes a structure of composition C12H10Cl2N4O2PdS. The level of theory is ωB97M-V/def2-TZVPD.

## Properties
orbital gap = 7.80 eV
E_LUMO = -0.54 eV
F_max = 0.91 eV/A
energy above the lowest of the compared OMol25 structures with the same formula, charge and spin = 0.0 kcal per mole
2S+1 = 1

Structure (XYZ):
```
32
Properties=species:S:1:pos:R:3:lowdin_charge:R:1
Pd -0.143 -0.297 -0.108 0.96
Cl -3.919 3.781 4.639 0.66
C -2.873 3.078 3.444 -0.67
C -1.872 3.878 2.860 -0.11
C -1.037 3.360 1.916 -0.58
Cl 0.188 4.354 1.211 0.71
C -1.124 1.997 1.478 -0.36
O -0.287 1.577 0.615 -0.20
C -2.155 1.220 2.088 -0.13
C -2.394 -0.136 1.736 -0.16
O -1.834 -0.824 0.865 -0.12
C -3.012 1.780 3.069 -0.07
H -1.763 4.910 3.163 0.11
H -3.214 -0.629 2.272 0.14
H -3.782 1.162 3.514 0.12
C 2.647 4.477 -2.849 -0.10
C 3.321 3.306 -2.133 -0.24
C 2.511 2.055 -2.209 -0.59
N 1.857 1.567 -1.226 0.04
N 1.150 0.440 -1.554 -0.13
C 1.297 0.063 -2.805 -0.67
N 0.694 -0.989 -3.384 0.11
S 2.323 1.138 -3.687 1.12
H 3.260 5.374 -2.768 0.07
H 1.673 4.684 -2.405 0.08
H 2.501 4.265 -3.909 0.07
H 3.445 3.525 -1.073 0.12
H 4.314 3.125 -2.551 0.11
H 0.348 -1.725 -2.772 0.03
H 1.027 -1.283 -4.285 0.10
N 0.204 -3.191 -1.166 -0.01
C 0.092 -2.132 -0.718 -0.41
```


(6)
This record from the OMol25 dataset describes a structure of composition C12H10ClErF3O2 at a distorted geometry. The level of theory is ωB97M-V/def2-TZVPD.

## Properties
charge = -1
orbital gap (spin up / spin down) = 4.79 / 4.87 eV
E_LUMO (spin up / spin down) = 1.83 / 1.91 eV
F_max = 2.13 eV/A
2S+1 = 4

Structure (XYZ):
```
29
Properties=species:S:1:pos:R:3:lowdin_charge:R:1
C 1.696 -2.406 2.358 -0.22
C 1.761 -2.516 0.929 -0.20
C 0.418 -2.503 0.420 -0.21
H 2.681 -2.551 0.334 0.11
C -0.474 -2.393 1.540 -0.21
C 0.319 -2.320 2.735 -0.22
H -0.071 -2.299 3.759 0.12
H 2.540 -2.418 3.055 0.11
H 0.117 -2.507 -0.636 0.12
H -1.571 -2.373 1.508 0.12
Er 0.722 -0.182 1.419 1.29
Cl 1.720 0.916 3.381 -0.10
C 0.916 2.498 -3.206 -0.24
C -0.318 1.856 -3.550 -0.23
C -0.006 0.618 -4.202 -0.23
H -1.322 2.252 -3.369 0.05
C 1.420 0.495 -4.260 -0.24
C 1.990 1.657 -3.645 -0.24
H 3.059 1.873 -3.548 0.04
H 1.020 3.471 -2.716 0.05
H -0.730 -0.098 -4.604 0.05
H 1.977 -0.332 -4.714 0.04
F -4.134 0.867 2.695 0.13
C -3.054 1.660 2.442 -0.48
F -3.286 2.279 1.253 0.13
F -3.032 2.633 3.399 0.13
C -1.760 0.810 2.439 -0.54
O -1.470 0.195 3.475 0.04
O -1.130 0.818 1.310 -0.16
```


(7)
This record from the OMol25 dataset describes a structure of composition C12H10ClF3O2Sr at a distorted geometry. The level of theory is ωB97M-V/def2-TZVPD.

## Properties
charge = -2
orbital gap = 6.59 eV
E_LUMO = 5.41 eV
F_max = 1.79 eV/A
2S+1 = 1

Structure (XYZ):
```
29
Properties=species:S:1:pos:R:3:lowdin_charge:R:1
C 1.590 -2.109 1.846 -0.22
C 1.644 -2.312 0.443 -0.26
C 0.302 -2.441 -0.034 -0.26
H 2.561 -2.435 -0.124 0.07
C -0.576 -2.300 1.085 -0.22
C 0.234 -2.173 2.248 -0.21
H -0.106 -2.125 3.271 0.06
H 2.425 -1.938 2.514 0.07
H 0.006 -2.741 -1.031 0.07
H -1.660 -2.361 1.088 0.07
Sr 0.619 0.574 0.210 1.18
Cl 3.045 1.660 0.442 -0.50
C 0.813 2.350 -2.586 -0.27
C -0.419 1.723 -2.958 -0.24
C -0.105 0.537 -3.683 -0.22
H -1.416 2.137 -2.803 0.06
C 1.314 0.426 -3.762 -0.21
C 1.881 1.550 -3.096 -0.23
H 2.942 1.793 -3.041 0.06
H 0.917 3.318 -2.093 0.06
H -0.821 -0.135 -4.157 0.05
H 1.866 -0.347 -4.295 0.05
F -2.129 1.783 4.388 0.08
C -2.392 0.778 3.489 -0.47
F -1.372 -0.115 3.646 0.09
F -3.517 0.123 3.885 0.09
C -2.548 1.464 1.998 -0.57
O -3.647 1.953 1.769 0.03
O -1.451 1.361 1.341 -0.21
```


(8)
This record from the OMol25 dataset describes a structure of composition C12H10HgN2O5 at a distorted geometry. The level of theory is ωB97M-V/def2-TZVPD.

## Properties
charge = +2
orbital gap (spin up / spin down) = 3.69 / 3.68 eV
E_LUMO (spin up / spin down) = -11.75 / -11.76 eV
F_max = 3.18 eV/A
energy above the lowest of the compared OMol25 structures with the same formula, charge and spin = 6.2 kcal per mole
2S+1 = 1

Structure (XYZ):
```
30
Properties=species:S:1:pos:R:3:lowdin_charge:R:1
Hg -0.882 0.815 -1.030 1.05
C 1.463 -1.222 1.584 0.00
O 1.948 -1.787 2.451 0.08
C 2.054 0.380 -1.499 -0.02
O 3.125 0.344 -1.866 0.12
C 0.314 2.191 1.153 -0.01
O 0.703 3.056 1.788 0.14
C -0.583 -2.059 -1.308 -0.02
O -0.660 -3.130 -1.680 0.13
C -3.231 2.425 -3.181 -0.02
H -3.901 1.572 -3.326 0.07
H -3.548 3.165 -2.440 0.07
C -2.143 2.612 -3.951 -0.01
H -1.525 3.512 -3.870 0.08
H -1.880 1.919 -4.756 0.08
N -1.944 -1.164 6.301 0.19
C -1.391 -0.463 5.255 -0.45
O -0.502 0.376 5.419 0.07
C -1.945 -0.775 3.888 -0.07
C -3.068 -1.557 3.628 0.03
C -3.441 -1.823 2.315 0.00
C -2.669 -1.265 1.281 -0.15
N -1.623 -0.482 1.508 0.02
C -1.256 -0.225 2.776 -0.08
H -1.501 -1.027 7.196 0.13
H -2.537 -1.970 6.210 0.10
H -3.647 -1.974 4.439 0.13
H -4.293 -2.443 2.070 0.13
H -2.947 -1.454 0.237 0.10
H -0.404 0.442 2.941 0.10
```


2S+1 of number 3 (C12H10BrF3O2Pb)? 1